The following is a DFT calculation (ωB97M-V with the def2-TZVPD basis set) of a 2-piece molecular cluster, C4H4 overall.

Structure (XYZ):
```
8
C4H4 | the Open Molecules 2025 dataset | ωB97M-V with the def2-TZVPD basis set
C -0.025 -0.990 -0.849
C 0.211 -0.569 -1.952
H -0.309 -1.523 0.102
H 0.446 -0.166 -2.917
C -0.677 0.864 1.278
C 0.517 0.765 1.585
H -1.672 1.020 0.902
H 1.509 0.600 1.852
```

Output
- ΔE to the lowest compared entry with this formula, charge and spin: 51.8 kcal/mol
- Total energy: -154.637894 hartree